Computed, not measured: a 14-piece molecular cluster, C56H154N14O14 overall in a non-equilibrium geometry, with ωB97M-V/def2-TZVPD.

orbital gap: 0.332 Eh
energy above the lowest of the compared OMol25 structures with the same formula, charge and spin: 0.0 kcal per mole
total charge: 0

```
238
Properties=species:S:1:pos:R:3:forces:R:3
C -20.21578 -8.76320 23.96643 -1.11 0.18 -0.32
C -20.02540 -10.09987 24.65234 1.25 0.27 0.08
C -19.42392 -11.14238 23.73084 -0.45 0.28 -1.36
O -20.28637 -11.41358 22.63114 -0.44 -0.47 0.41
C -19.75705 -12.43434 21.80745 0.22 0.46 0.47
N -19.05647 -9.88596 25.74420 -0.03 -0.22 0.17
H -19.28398 -8.34799 23.58044 0.11 -0.05 0.11
H -20.69144 -8.05434 24.65135 0.35 0.06 0.18
H -20.92911 -8.82110 23.13961 0.17 -0.24 -0.07
H -20.97660 -10.45840 25.04496 -0.16 -0.05 0.07
H -19.19510 -12.07400 24.26246 0.08 0.02 0.12
H -18.52330 -10.72632 23.25574 0.39 -0.08 0.54
H -20.49832 -12.66742 21.04945 0.10 0.05 -0.15
H -19.52881 -13.33787 22.38807 -0.09 -0.02 -0.02
H -18.81344 -12.06720 21.38089 -0.09 -0.24 -0.32
H -18.40888 -9.11783 25.56009 -0.25 -0.03 -0.05
H -18.48981 -10.70997 25.92651 -0.17 -0.05 0.09
C -25.00527 -10.37439 36.96455 0.33 -0.25 0.76
C -24.03713 -9.43812 36.26886 -0.06 -0.55 -1.37
C -22.64828 -9.48678 36.85967 -0.32 -0.05 1.31
O -21.78432 -8.53304 36.26481 -0.25 -0.45 0.52
C -20.63821 -8.34618 37.07792 -0.24 0.70 -0.13
N -23.94375 -9.82510 34.84482 -0.27 0.15 0.02
H -24.55536 -11.36768 37.06240 -0.15 -0.07 -0.27
H -25.95418 -10.44887 36.43871 0.06 0.00 -0.16
H -25.22013 -10.06840 37.99272 0.02 0.21 -0.09
H -24.46401 -8.42981 36.26248 0.32 0.11 0.31
H -22.22732 -10.49992 36.80060 -0.06 -0.03 -0.43
H -22.72796 -9.32358 37.95043 0.12 0.39 -0.10
H -20.91612 -8.17071 38.12442 -0.10 -0.13 -0.03
H -20.21136 -7.40816 36.72209 0.54 -0.28 -0.01
H -19.95183 -9.19579 37.04190 0.09 0.09 -0.19
H -23.20659 -9.25783 34.44804 0.00 0.08 -0.15
H -23.62239 -10.79831 34.74962 -0.08 0.30 0.40
C -24.04718 -5.76607 34.88016 -0.17 0.08 0.62
C -23.10991 -5.06291 35.87195 0.69 -0.55 -0.60
C -23.19413 -5.59892 37.29144 -1.61 -0.06 -0.18
O -22.30796 -4.95256 38.16275 0.28 0.20 -0.29
C -22.32633 -5.49382 39.45769 0.29 -0.04 0.21
N -21.73437 -5.26143 35.37771 0.15 0.16 0.38
H -24.99635 -6.05613 35.33697 0.02 0.05 0.04
H -23.57667 -6.67251 34.49391 -0.04 0.01 -0.12
H -24.28292 -5.07474 34.07332 0.08 -0.22 -0.24
H -23.33818 -3.99722 35.79875 0.14 0.07 0.50
H -23.03529 -6.68415 37.26403 0.24 0.00 0.03
H -24.23241 -5.45022 37.63640 0.06 -0.01 0.17
H -21.75802 -4.82363 40.10077 -0.11 0.08 0.00
H -21.82438 -6.46906 39.50247 -0.17 -0.08 -0.12
H -23.34684 -5.59617 39.83951 -0.01 0.02 0.01
H -21.56689 -6.26394 35.30240 -0.18 0.00 -0.06
H -21.12363 -4.96561 36.13928 0.15 0.14 -0.25
C -19.81306 -4.64017 26.29286 -0.32 0.57 -0.40
C -19.65745 -4.61284 24.77807 0.27 -0.97 -0.16
C -19.84253 -3.24235 24.19675 0.52 0.78 0.59
O -19.74630 -3.29091 22.80105 -0.34 -0.58 -0.47
C -19.77592 -2.03795 22.16996 -0.56 0.27 0.38
N -18.33571 -5.16408 24.42605 0.07 -0.30 0.21
H -20.82939 -4.30119 26.51827 0.06 -0.11 0.27
H -19.09883 -3.96405 26.76446 0.05 -0.09 0.06
H -19.67494 -5.64754 26.68353 0.04 0.00 0.04
H -20.43706 -5.27819 24.37533 -0.14 0.27 -0.15
H -19.05482 -2.56022 24.56219 0.04 -0.19 0.19
H -20.78803 -2.82450 24.57443 -0.12 -0.02 -0.43
H -20.64909 -1.45793 22.50563 0.14 0.03 0.09
H -19.92220 -2.18659 21.10283 0.35 -0.11 -0.04
H -18.86885 -1.46568 22.39484 0.00 0.02 -0.18
H -18.36832 -6.14533 24.69517 0.15 0.06 -0.01
H -18.17634 -5.18021 23.42362 -0.25 0.28 -0.03
C -23.32019 -4.54570 24.36730 0.26 0.22 -0.35
C -23.54986 -5.98989 24.80593 -0.12 0.77 -0.76
C -24.32963 -6.02212 26.10854 -0.11 -0.70 0.74
O -23.54995 -5.55925 27.20068 0.22 0.34 -0.05
C -22.62330 -6.51747 27.68450 -0.23 -0.09 -0.08
N -24.16234 -6.71103 23.67048 0.06 -0.40 0.87
H -22.86572 -4.53578 23.37465 0.02 -0.10 0.01
H -22.65955 -3.96514 25.01271 -0.19 -0.17 0.28
H -24.26967 -4.01041 24.27736 -0.04 -0.05 0.10
H -22.58489 -6.47192 24.96736 0.10 0.02 0.07
H -24.69386 -7.03622 26.34277 0.18 -0.05 -0.19
H -25.23379 -5.40761 26.08921 0.16 0.24 -0.25
H -22.05696 -7.02425 26.90194 -0.07 0.00 -0.13
H -23.14954 -7.28449 28.26121 0.14 -0.07 0.03
H -21.88602 -6.01627 28.31020 -0.17 0.10 0.12
H -25.17264 -6.59041 23.68213 0.02 0.13 -0.08
H -24.00545 -7.69799 23.87327 -0.23 -0.03 -0.28
C -24.72093 -13.58801 33.99510 -0.37 0.23 -0.61
C -23.33552 -13.20304 33.50286 0.14 -0.56 0.87
C -23.34064 -12.24086 32.32984 0.78 -0.04 0.25
O -24.11178 -12.76153 31.28740 0.04 -0.14 -0.17
C -24.37659 -11.80016 30.29532 -0.46 0.33 -0.28
N -22.63954 -12.55711 34.63409 0.05 0.64 -0.48
H -24.67757 -14.16528 34.91798 0.05 0.09 0.08
H -25.27941 -14.16846 33.25908 0.20 -0.06 -0.05
H -25.29729 -12.66879 34.13328 -0.01 -0.05 0.29
H -22.76769 -14.09503 33.21198 -0.23 -0.10 -0.25
H -22.28066 -12.14792 32.02335 -0.08 0.17 -0.20
H -23.65144 -11.23359 32.63711 -0.40 -0.12 -0.02
H -24.91362 -12.26376 29.46745 0.05 -0.27 0.14
H -23.47471 -11.34222 29.87022 0.11 -0.04 0.20
H -25.03651 -11.02397 30.70081 0.17 0.10 0.01
H -22.42568 -13.18764 35.39333 0.01 -0.20 -0.14
H -21.77562 -12.12718 34.31492 0.12 -0.20 0.15
C -27.23516 -7.64221 34.03917 0.18 0.99 -0.40
C -26.91810 -8.58659 32.87321 -0.55 -0.23 1.21
C -25.67292 -8.17936 32.13143 0.05 0.27 -0.58
O -25.80166 -6.87637 31.58922 -0.41 0.01 -0.05
C -24.69842 -6.56309 30.79196 0.67 0.04 -0.40
N -26.70591 -9.96370 33.37292 0.20 0.36 0.00
H -28.27682 -7.68595 34.36017 0.03 -0.37 0.08
H -27.08487 -6.60092 33.72709 0.01 -0.08 0.00
H -26.56978 -7.80869 34.88932 -0.03 -0.19 0.01
H -27.79429 -8.58395 32.22221 0.21 -0.01 -0.34
H -25.51661 -8.87803 31.29978 0.16 -0.14 0.14
H -24.79645 -8.19209 32.79364 -0.03 -0.23 0.06
H -23.77641 -6.55685 31.38762 0.00 0.05 0.01
H -24.80992 -5.59544 30.30452 -0.26 0.14 0.32
H -24.53058 -7.26776 29.96453 -0.24 -0.25 0.19
H -27.45590 -10.16836 34.02816 -0.11 -0.12 -0.19
H -25.87129 -9.88995 33.96700 0.02 -0.31 -0.19
C -20.78907 -13.65445 29.61962 0.16 0.00 0.14
C -19.96159 -12.79202 28.68396 -0.07 0.03 -0.51
C -18.89947 -13.60029 27.94532 -0.50 -0.24 0.17
O -18.19104 -12.72624 27.09083 0.34 -0.15 0.31
C -17.16083 -13.38613 26.40374 0.19 -0.52 -0.84
N -20.88961 -12.13110 27.73759 0.57 -0.46 -0.09
H -21.64381 -13.08243 29.97505 -0.04 0.00 0.08
H -20.22907 -14.01848 30.48334 0.06 0.03 -0.04
H -21.17857 -14.52873 29.08960 0.00 0.03 -0.02
H -19.40342 -12.00485 29.20037 -0.28 0.01 0.20
H -19.38410 -14.39407 27.35413 0.00 0.05 -0.06
H -18.24222 -14.11057 28.66241 0.21 0.18 -0.03
H -17.55368 -14.19406 25.76553 -0.15 0.12 0.07
H -16.40323 -13.86856 27.03266 -0.13 0.31 0.36
H -16.66633 -12.67923 25.73692 -0.02 0.13 0.16
H -21.39587 -12.87849 27.26254 -0.11 0.15 0.00
H -20.29880 -11.70411 27.02264 -0.23 0.10 0.00
C -15.12725 -9.40508 26.17047 0.29 -0.54 -0.37
C -15.67098 -8.22952 25.37937 0.06 0.24 0.08
C -16.00762 -8.53529 23.92438 0.51 -0.28 0.31
O -14.87283 -9.07002 23.27298 0.20 -0.10 0.20
C -15.20504 -9.60042 22.02495 -0.16 0.01 -0.79
N -16.91067 -7.76130 26.01799 0.05 0.37 -0.04
H -15.93507 -10.08270 26.46532 -0.07 0.13 0.14
H -14.57254 -9.07342 27.04845 -0.24 0.05 0.14
H -14.43180 -10.01459 25.58913 0.00 0.20 -0.14
H -14.91033 -7.43925 25.34117 0.03 -0.02 0.20
H -16.27635 -7.59481 23.42950 -0.44 -0.10 -0.03
H -16.82030 -9.26939 23.91141 -0.20 0.14 -0.19
H -15.93207 -10.41840 22.10338 -0.04 0.03 0.09
H -14.32415 -9.98518 21.51198 0.20 -0.01 0.36
H -15.61907 -8.83719 21.35089 -0.15 0.03 0.15
H -16.96526 -6.74892 26.01212 -0.12 -0.03 -0.12
H -16.95450 -8.02866 26.99478 0.12 -0.04 -0.01
C -17.88609 -10.82383 34.42301 -0.34 0.52 -0.25
C -18.57080 -11.40021 33.19253 0.97 -1.62 0.27
C -18.05661 -10.78989 31.89908 -0.24 0.68 -0.27
O -16.74270 -11.20668 31.60038 0.22 -0.26 0.45
C -16.36397 -10.93479 30.26759 -0.13 -0.15 0.43
N -18.29716 -12.86851 33.21909 -0.20 0.22 -0.29
H -18.10951 -9.75688 34.50830 0.01 -0.02 0.10
H -16.80443 -10.92148 34.31845 0.01 -0.07 0.04
H -18.21514 -11.33760 35.32421 0.02 -0.02 0.02
H -19.65864 -11.34981 33.24432 -0.01 0.61 -0.07
H -18.06723 -9.69694 31.98856 -0.18 0.00 -0.20
H -18.71583 -11.07308 31.06822 -0.09 0.02 0.10
H -16.59294 -9.89848 29.99557 0.03 -0.01 -0.09
H -16.87791 -11.62565 29.58724 0.01 0.15 -0.16
H -15.29076 -11.10686 30.22576 0.02 0.05 -0.19
H -18.56434 -13.23540 32.30670 -0.04 -0.15 0.14
H -17.28969 -12.99947 33.24902 -0.01 0.05 0.01
C -21.41967 -4.76047 31.33004 0.97 -0.68 0.19
C -20.79863 -3.59063 32.06796 -0.66 0.31 1.14
C -21.91519 -2.67157 32.58984 0.19 -0.44 -0.67
O -21.33004 -1.52797 33.16214 -0.01 0.29 -0.06
C -22.22174 -0.43765 33.24823 -0.40 -0.45 -0.24
N -19.98804 -4.08475 33.21136 -0.48 0.24 -0.48
H -21.93549 -4.47495 30.41521 -0.09 -0.04 0.02
H -22.05608 -5.36654 31.98196 -0.36 0.44 0.06
H -20.61263 -5.47252 31.11272 -0.02 0.18 -0.40
H -20.17282 -2.96186 31.43134 0.05 -0.22 -0.17
H -22.53247 -3.20665 33.32392 -0.02 -0.02 0.04
H -22.54918 -2.43052 31.72207 -0.07 0.34 0.17
H -22.71974 -0.28788 32.28162 0.16 0.20 -0.03
H -21.66107 0.44955 33.52443 0.01 0.01 0.09
H -23.03140 -0.63806 33.96249 0.17 0.10 0.19
H -19.77954 -3.24996 33.75860 0.17 -0.11 0.04
H -20.66219 -4.59405 33.80070 0.44 0.06 -0.05
C -19.22392 -7.71134 29.36601 0.08 0.02 -0.14
C -20.04946 -8.97206 29.36695 -0.23 -1.17 0.38
C -21.05592 -9.02241 30.49953 -0.09 0.92 0.31
O -20.45024 -9.03070 31.78702 0.33 -0.40 -0.34
C -21.37973 -8.71281 32.76983 -0.39 1.03 0.44
N -20.79973 -9.12197 28.12438 0.24 -0.01 -0.76
H -18.57723 -7.69701 28.48795 0.05 0.08 0.02
H -18.59922 -7.62637 30.25355 -0.02 -0.08 0.03
H -19.86121 -6.82477 29.31116 -0.04 -0.03 -0.03
H -19.41135 -9.86007 29.50214 0.36 0.27 0.06
H -21.71543 -9.89356 30.40215 -0.11 0.09 -0.10
H -21.62371 -8.07880 30.45237 -0.40 -0.30 -0.26
H -21.83614 -7.72652 32.57621 0.00 -0.03 -0.14
H -20.88531 -8.59284 33.73390 0.13 -0.41 0.01
H -22.22515 -9.40561 32.84926 0.25 -0.35 -0.17
H -21.16153 -10.07688 28.03600 -0.19 0.32 0.57
H -20.10034 -9.15823 27.36893 -0.26 0.37 0.12
C -24.93118 -9.36895 21.59847 1.77 -0.18 0.45
C -25.10581 -10.58574 22.49385 -1.72 -0.10 -0.32
C -25.35806 -10.18707 23.94192 0.16 -0.12 0.08
O -24.13736 -9.75513 24.51164 0.02 0.09 0.05
C -24.10463 -9.77207 25.93381 -0.14 -0.41 -0.48
N -26.34447 -11.27657 22.01151 0.67 -0.39 0.45
H -25.78954 -8.70544 21.58423 -0.18 -0.15 0.04
H -24.62310 -9.64818 20.58920 -0.36 -0.08 -0.09
H -24.06136 -8.83203 21.99376 -0.21 0.29 -0.15
H -24.25965 -11.27847 22.48978 0.28 0.33 -0.15
H -25.74285 -11.04536 24.51162 -0.01 -0.01 -0.09
H -26.10776 -9.38497 23.98672 -0.02 -0.06 0.03
H -23.87859 -10.77982 26.30214 0.19 0.00 -0.04
H -25.07719 -9.51680 26.36746 0.11 0.41 -0.02
H -23.31210 -9.08241 26.20723 -0.06 0.02 0.42
H -26.12222 -11.65851 21.09583 -0.20 0.14 -0.07
H -26.47722 -12.10242 22.59595 -0.17 0.09 -0.09
C -16.81174 -5.46355 31.29392 0.36 -0.56 -0.81
C -16.90072 -4.11317 30.57698 -0.74 -0.30 0.79
C -17.78368 -4.22437 29.33896 -0.34 0.88 -0.17
O -17.38496 -5.25056 28.46152 0.26 -0.43 0.19
C -16.19426 -4.95673 27.77985 0.36 0.91 -0.85
N -17.55848 -3.13536 31.47213 0.48 -0.07 -0.14
H -17.81349 -5.89761 31.28394 0.04 -0.06 0.33
H -16.43003 -5.41857 32.31266 -0.12 0.34 0.06
H -16.15426 -6.16278 30.76190 -0.15 0.03 -0.07
H -15.91231 -3.78496 30.25531 0.01 0.31 0.28
H -17.84549 -3.23809 28.84817 0.59 -0.08 -0.21
H -18.84508 -4.34418 29.58371 0.17 -0.72 0.36
H -15.36845 -4.52466 28.35661 -0.30 -0.14 0.49
H -16.40585 -4.21427 26.99612 0.03 -0.10 -0.09
H -15.77532 -5.83439 27.29355 -0.27 -0.22 0.16
H -16.88198 -2.83109 32.16638 0.01 0.13 -0.11
H -18.23243 -3.67300 32.02310 -0.06 0.17 -0.08
```
Positions in Å, forces in eV/Å.